The following is a DFT calculation (ωB97M-V/def2-TZVPD) of C6H8N2 in the gas phase in a non-equilibrium geometry.

Calculated values
Orbital gap ... 9.04 eV
SMILES ... C=CC(C=C)=NN=C
Energy relative to the best compared isomer or geometry (same formula, charge and spin) ... 148.11 kcal/mol
Highest occupied orbital energy ... -9.2193 eV
E_LUMO ... -0.007 hartree

Last columns: bonded neighbours and bond lengths (Å).
Element x y z (Å)
1 C 2.7170 -1.0270 0.1642  C2 1.326, H7 1.081, H8 1.262
2 C 2.0808 0.1310 0.0489  C1 1.326, C3 1.568, H9 1.103
3 C 0.5600 0.1390 -0.3349  C2 1.568, C4 1.563, N15 1.333
4 C 0.0853 1.6041 -0.0689  C3 1.563, C5 1.301, H10 0.985
5 C -1.0308 2.2343 0.1538  C4 1.301, H11 1.177, H12 1.125
6 C -2.3432 -1.2785 0.4691  H13 1.319, H14 1.157, N16 1.301
7 H 2.2921 -2.0067 0.3343  C1 1.081
8 H 3.8836 -0.8297 0.6026  C1 1.262
9 H 2.4123 1.1702 -0.1113  C2 1.103
10 H 0.9571 2.0609 -0.0357  C4 0.985
11 H -2.0558 1.6718 0.0158  C5 1.177
12 H -1.2032 3.2829 0.5220  C5 1.125
13 H -2.0247 -1.3339 1.7481  C6 1.319
14 H -3.4766 -1.3045 0.2388  C6 1.157
15 N -0.1891 -0.9582 -0.2253  C3 1.333, N16 1.558
16 N -1.6965 -0.9744 -0.6187  C6 1.301, N15 1.558